1.
ORCA calculation (ωB97M-V/def2-TZVPD) on a structure of composition C14H9CoF5I2NdO5S in a non-equilibrium geometry.

Summary:
- Expectation value of S²: 15.8082
- 2S+1: 8
- Total energy: -118380.0733 eV
- Charge: +4
- HOMO energy (alpha / beta): -22.50 / -22.49 eV
- Molecular weight: 841.26 g/mol

Positions of all 38 atoms, in Å:
I 0.97687 -3.66390 -0.16131
I 1.80935 3.84670 -0.48189
Nd 0.27303 1.42203 0.32984
Co -0.08490 -1.57666 -0.49453
S 1.12011 -0.22051 -1.71104
C -1.54061 -1.98685 -1.37337
C -1.06710 -1.89587 0.92556
C 0.60322 -0.11287 -3.53231
C 1.45777 1.00975 -4.10930
C -0.87541 0.22692 -3.66734
C 0.94142 -1.44092 -4.19356
C -1.73055 2.36652 1.94392
C -1.83718 2.33714 -1.06500
O -1.80749 -2.20554 1.76013
O -2.46321 -2.33941 -1.99013
O -2.38623 2.74319 2.80886
O -2.71119 2.68934 -1.72564
H 1.22548 1.15870 -5.16725
H 2.52473 0.79994 -4.02342
H 1.27739 1.95211 -3.58701
H -1.29556 -0.27417 -4.54796
H -1.01590 1.30523 -3.78356
H -1.48135 -0.09262 -2.82198
H 0.69474 -1.38841 -5.26160
H 0.38709 -2.27529 -3.75432
H 2.00462 -1.67228 -4.09597
F -0.42743 -0.07656 7.05271
C 0.02245 -0.06776 5.79107
C 0.29051 1.16409 5.17305
F 0.10233 2.32212 5.82768
C 0.70735 1.15377 3.86337
F 1.00501 2.34513 3.23732
C 0.78776 -0.05903 3.14479
O 0.98024 -0.00716 1.85286
C 0.61026 -1.28988 3.81412
F 0.80907 -2.44607 3.15819
C 0.19017 -1.28724 5.12797
F -0.07689 -2.46370 5.73704

Atoms 1-3, force components in eV/Å:
1.190 -1.440 0.043
0.652 0.902 -0.284
0.408 0.464 0.092

2.
ORCA calculation (ωB97M-V/def2-TZVPD) on a cluster of 2 separate species, C14H9F3N2 in total in a non-equilibrium geometry.

Summary:
- 2S+1: 1
- Total energy: -25792.2954 eV
- Charge: 0
- HOMO energy: -6.87 eV
- Molecular weight: 262.23 g/mol
- Relative energy (zero: lowest compared OMol25 entry of this formula, charge and spin): 55.7 kcal/mol

Positions of all 28 atoms, in Å:
F -1.35079 -4.32023 0.27986
C -1.70131 -2.98639 0.26108
C -3.03042 -2.65874 0.52018
C -3.33661 -1.29295 0.49518
F -4.63760 -0.91650 0.74360
C -2.39676 -0.31093 0.25091
C -1.02091 -0.65764 0.01435
C -0.10439 0.40292 -0.16834
C 1.25851 0.39834 -0.55984
C 1.89598 1.65976 -0.80876
C 3.24345 1.75216 -1.11651
C 4.04586 0.60116 -1.19963
C 3.41813 -0.62529 -1.00339
F 4.18382 -1.76616 -1.08762
C 2.06869 -0.76742 -0.71781
C -0.70817 -2.05250 0.00317
H -3.77990 -3.41344 0.73513
H -2.66778 0.74510 0.23563
H -0.53024 1.38264 0.03533
H 1.27175 2.55448 -0.76203
H 3.69372 2.72929 -1.29228
H 5.11081 0.65598 -1.40849
H 1.65327 -1.76099 -0.62445
H 0.29330 -2.40305 -0.20624
N -1.08850 2.85184 1.38576
C -2.13473 3.15421 2.08256
N -3.12074 3.36458 2.72034
H -0.52843 3.67978 1.19232

Atoms 1-3, force components in eV/Å:
-0.381 1.392 -0.066
0.602 -0.676 -0.015
0.258 0.771 -0.078

3.
ORCA calculation (ωB97M-V/def2-TZVPD) on a cluster of 3 separate species, C15H10ClF16N3O3 in total.

Summary:
- 2S+1: 1
- Total energy: -82330.6642 eV
- Charge: 0
- HOMO energy: -11.36 eV
- SMILES string: N#C[C@@H](Cl)[C@@H](C#N)N=C=O.FC(F)C(F)(F)COC(F)(F)C(F)F.FC(F)C(F)(F)COC(F)(F)C(F)F
- Molecular weight: 619.68 g/mol
- Relative energy (zero: lowest compared OMol25 entry of this formula, charge and spin): 0.0 kcal/mol

Positions of all 48 atoms, in Å:
N 1.09469 -2.10119 5.86281
C 1.17971 -2.81566 4.97053
C 1.29606 -3.77829 3.87146
Cl 2.94629 -4.42815 3.86982
C 0.18372 -4.88335 3.98391
C 0.72015 -6.13307 4.54991
N 1.11165 -7.07427 5.07345
N -0.93501 -4.44209 4.81984
C -1.74527 -3.64609 4.35911
O -2.46272 -2.80077 4.02530
H 1.14589 -3.22046 2.95019
H -0.17702 -5.11863 2.98223
F 1.58278 0.89955 3.28609
C 0.45233 0.31502 2.85875
F 0.53077 -1.00876 3.16894
C 0.28336 0.44859 1.34453
F 1.28259 -0.20880 0.71605
F -0.87772 -0.21195 1.05439
C 0.13686 1.86412 0.76683
O 1.29238 2.45399 0.19661
C 2.18740 3.16770 0.95084
F 1.75482 3.35597 2.21025
F 2.30588 4.39040 0.38408
C 3.57971 2.52881 0.91977
F 3.53686 1.27960 1.42406
F 4.42063 3.26412 1.68028
H -0.40115 0.74318 3.38980
H -0.54139 1.76265 -0.07516
H -0.35793 2.53491 1.47011
H 3.95355 2.48907 -0.10500
F -3.16107 1.73967 -3.09956
C -2.46942 0.95344 -2.25687
F -2.36407 1.61746 -1.07340
C -1.06664 0.65932 -2.79370
F -0.35908 1.80585 -2.87192
F -0.46766 -0.12035 -1.84636
C -0.95825 -0.11604 -4.11624
O -0.71398 0.63399 -5.29029
C -1.73866 1.16590 -6.03359
F -2.94369 0.75630 -5.59857
F -1.59563 0.70890 -7.29739
C -1.64820 2.69423 -6.09890
F -1.73171 3.22282 -4.86248
F -2.68054 3.16415 -6.83271
H -3.02787 0.03005 -2.08476
H -0.06261 -0.72517 -4.00344
H -1.78594 -0.81448 -4.24315
H -0.70485 2.99778 -6.55649

Atoms 1-3, force components in eV/Å:
0.007 0.025 -0.053
0.129 -0.286 0.391
-0.237 0.304 0.292

4.
ORCA calculation (ωB97M-V/def2-TZVPD) on an isolated molecule of C15H10ClN3O3 in a non-equilibrium geometry.

Summary:
- 2S+1: 1
- Total energy: -38852.1044 eV
- Charge: 0
- HOMO energy: -9.00 eV
- SMILES string: O=C(OCc1nnc(-c2ccccc2)o1)c1cccnc1Cl
- Molecular weight: 315.72 g/mol
- Relative energy (zero: lowest compared OMol25 entry of this formula, charge and spin): 0.0 kcal/mol

Positions of all 32 atoms, in Å:
O 0.57949 -0.24747 -1.61033
C 1.67329 -0.12520 -1.12902
O 2.27620 -1.09693 -0.41407
C 1.50873 -2.27797 -0.19943
C 0.41266 -2.03145 0.77836
N 0.51660 -1.93029 2.06418
N -0.70914 -1.66826 2.54021
C -1.51644 -1.61722 1.51889
C -2.93619 -1.35147 1.53985
C -3.64058 -1.19451 0.34739
C -4.99748 -0.93557 0.38453
C -5.65392 -0.83374 1.60082
C -4.95236 -0.98726 2.78754
C -3.59583 -1.24446 2.76393
O -0.85495 -1.84713 0.36279
C 2.54688 1.06897 -1.24320
C 3.92129 0.96772 -1.02981
C 4.72160 2.08814 -1.16498
C 4.11377 3.28404 -1.51870
N 2.81312 3.40124 -1.70900
C 2.04686 2.33842 -1.57429
Cl 0.37656 2.60851 -1.80261
H 1.07175 -2.61460 -1.14595
H 2.21105 -3.00887 0.20239
H -3.11809 -1.26741 -0.59452
H -5.54515 -0.81080 -0.53756
H -6.71460 -0.63207 1.62431
H -5.46741 -0.90508 3.73279
H -3.02727 -1.36630 3.67195
H 4.34223 0.00976 -0.76667
H 5.78625 2.03346 -1.00574
H 4.68285 4.19328 -1.65583

Atoms 1-3, force components in eV/Å:
0.146 -0.168 0.078
-0.171 -0.048 -0.165
0.335 0.147 0.056

5.
ORCA calculation (ωB97M-V/def2-TZVPD) on a structure of composition C15H10MoN5O4S2 in a non-equilibrium geometry.

Summary:
- 2S+1: 1
- Total energy: -54850.1633 eV
- Charge: +3
- HOMO energy (alpha / beta): -17.60 / -17.59 eV
- Molecular weight: 484.35 g/mol
- Relative energy (zero: lowest compared OMol25 entry of this formula, charge and spin): 0.5 kcal/mol

Positions of all 37 atoms, in Å:
Mo -1.59339 -0.58921 1.08222
S -3.85508 -0.04855 0.42921
C -3.57862 -1.09933 -0.87287
S -2.10081 -1.97300 -0.82050
C -4.51227 -1.26012 -1.94012
C -4.19993 -2.14002 -2.99477
N -3.86494 -2.84076 -3.84888
C -5.72715 -0.55298 -1.91816
N -6.71363 0.04872 -1.90869
C -0.94541 4.96761 0.68923
N -1.03768 3.61238 1.25894
C -1.15250 3.31889 2.59915
C -1.25384 1.97443 2.70364
N -1.19326 1.43631 1.41615
C -1.06741 2.47680 0.57626
H -0.54361 5.63114 1.44872
H -1.93524 5.30633 0.39297
H -0.27708 4.95390 -0.16685
H -1.15550 4.08694 3.35420
H -1.36137 1.36467 3.58442
H -0.99972 2.41696 -0.49693
O 5.18352 -4.63949 1.71397
C 4.74586 -3.88436 1.02299
O -1.74764 -1.35366 2.49920
C 4.20393 -2.92203 0.14127
C 4.96056 -2.56800 -0.99106
C 4.44750 -1.62225 -1.86226
C 3.21265 -1.04440 -1.60940
C 2.49398 -1.42768 -0.47487
C 2.95165 -2.36277 0.42879
N 1.19042 -0.79947 -0.25283
O 0.53411 -1.17439 0.74194
O 0.77317 0.01713 -1.02277
H 5.92453 -3.02579 -1.17899
H 5.01103 -1.33543 -2.73961
H 2.80460 -0.30551 -2.28636
H 2.37857 -2.64300 1.30265

Atoms 1-3, force components in eV/Å:
-1.136 -0.131 -1.052
0.579 -0.249 0.652
-0.527 0.101 -1.479

6.
ORCA calculation (ωB97M-V/def2-TZVPD) on an isolated molecule of C15H10N8 in a non-equilibrium geometry.

Summary:
- 2S+1: 1
- Total energy: -27635.2414 eV
- Charge: 0
- HOMO energy: -7.60 eV
- SMILES string: c1c[nH]c2c(Nc3ccc4c(ccn5nnnc45)c3)nnc-2c1
- Molecular weight: 302.30 g/mol

Positions of all 33 atoms, in Å:
C 4.51529 -2.31227 -0.46681
C 3.18310 -2.37480 -0.16744
N 2.36168 -1.23564 -0.36799
C 2.93507 0.00948 -0.68506
C 2.43289 1.26287 -0.84855
N 1.13174 1.75570 -0.77265
C -0.00158 1.10868 -0.23729
C 0.05606 0.43048 0.98645
C -1.11101 -0.04341 1.63453
C -2.39281 0.18482 0.99259
C -2.46099 0.86165 -0.24699
C -3.78194 1.05760 -0.89977
C -4.96788 0.61603 -0.28101
N -4.85470 0.01755 0.97789
N -5.82392 -0.59929 1.70971
N -5.22580 -1.22948 2.64725
N -3.89409 -1.01785 2.61764
C -3.65994 -0.28747 1.56846
C -1.25900 1.22965 -0.87848
N 3.48079 2.10809 -1.22434
N 4.59826 1.45161 -1.26770
C 4.34214 0.12711 -0.97105
C 5.10031 -1.00455 -0.86499
H 5.16876 -3.18537 -0.29451
H 2.72294 -3.31276 0.21084
H 1.37225 -1.23131 -0.10453
H 0.96748 2.54794 -1.40634
H 1.00995 0.36035 1.47898
H -1.07576 -0.52181 2.63043
H -3.78977 1.59819 -1.83821
H -5.94469 0.76845 -0.73518
H -1.31677 1.75310 -1.81541
H 6.18194 -0.89332 -1.08049

Atoms 1-3, force components in eV/Å:
0.945 1.804 -0.078
-1.157 1.275 -0.443
1.324 -0.625 0.503

7.
ORCA calculation (ωB97M-V/def2-TZVPD) on a structure of composition C15H10NO6Ru in a non-equilibrium geometry.

Summary:
- Expectation value of S²: 1.1439
- 2S+1: 2
- Total energy: -32073.9774 eV
- Charge: 0
- HOMO energy (alpha / beta): -8.51 / -8.72 eV
- Molecular weight: 401.32 g/mol
- Relative energy (zero: lowest compared OMol25 entry of this formula, charge and spin): 0.0 kcal/mol

Positions of all 33 atoms, in Å:
Ru 0.76708 0.16638 0.00038
O 2.80468 -0.09782 -3.49322
C 2.39248 0.01858 -2.36042
O 1.16928 0.21948 -1.99852
C 3.34768 -0.05912 -1.17552
C 4.72408 -0.05452 -1.21082
C 5.42708 -0.05662 -0.00022
C 4.72498 -0.05532 1.20918
C 3.34808 -0.05972 1.17618
N 2.68298 -0.09932 -0.00062
C 2.39458 0.01908 2.36008
O 2.80778 -0.09392 3.49298
O 1.16988 0.21718 1.99708
H 5.22848 -0.01782 -2.16312
H 6.50498 -0.01532 -0.00102
H 5.23158 -0.01902 2.15998
C -2.82512 -2.66312 -0.00112
C -2.05622 -1.35992 0.00198
O -0.79832 -1.48352 0.00808
C -2.78702 -0.12532 0.00038
C -4.19362 -0.10762 -0.00092
C -4.92682 1.07108 -0.00102
C -4.28752 2.30258 -0.00082
C -2.90392 2.34348 -0.00042
C -2.11932 1.16578 0.00178
O -0.84632 1.30088 0.00738
H -2.11352 -3.48482 -0.00122
H -3.45092 -2.72782 -0.88892
H -3.45142 -2.72892 0.88628
H -4.73292 -1.03932 -0.00142
H -6.00642 1.02388 -0.00142
H -4.85562 3.21928 -0.00062
H -2.37062 3.28128 -0.00042

Atoms 1-3, force components in eV/Å:
-2.898 1.167 0.064
-0.018 0.144 0.301
0.744 -0.260 -0.516